Formula: C15H35N5O5
Source: the OMol25 dataset
Level of theory: ωB97M-V/def2-TZVPD

HOMO in eV: -8.8
LUMO in Ha: 0.0131
SMILES: CN(C)C=O.CN(C)C=O.CN(C)C=O.CN(C)C=O.CN(C)C=O
Frontier orbital gap in eV: 9.2
Energy relative to the best compared isomer or geometry (same formula, charge and spin) in eV: 4.274

Last columns: bonded neighbours and bond lengths (Å).
Atoms and positions in Å:
1 C 1.563 9.444 13.423  O2 1.192, N3 1.377, H6 1.101
2 O 1.753 9.061 14.536  C1 1.192
3 N 0.825 8.737 12.500  C1 1.377, C4 1.470, C5 1.418
4 C 0.555 9.347 11.190  N3 1.470, H7 1.090, H8 1.090, H9 1.090
5 C 0.258 7.475 12.809  N3 1.418, H10 1.090, H11 1.090, H12 1.090
6 H 2.051 10.318 12.964  C1 1.101
7 H 1.103 10.289 11.193  C4 1.090
8 H -0.431 9.810 11.170  C4 1.090
9 H 0.681 8.689 10.330  C4 1.090
10 H 0.439 6.775 11.993  C5 1.090
11 H 0.498 7.000 13.760  C5 1.090
12 H -0.817 7.498 12.990  C5 1.090
13 C -0.285 13.215 11.286  O14 1.223, N15 1.371, H18 1.101
14 O 0.143 12.314 10.580  C13 1.223
15 N -0.008 14.556 11.204  C13 1.371, C16 1.405, C17 1.506
16 C -0.670 15.606 11.863  N15 1.405, H19 1.090, H20 1.090, H21 1.090
17 C 1.054 15.001 10.235  N15 1.506, H22 1.090, H23 1.090, H24 1.090
18 H -1.031 13.022 12.072  C13 1.101
19 H -1.433 15.407 12.617  C16 1.090
20 H -1.192 16.163 11.085  C16 1.090
21 H 0.183 16.072 12.356  C16 1.090
22 H 2.069 14.946 10.629  C17 1.090
23 H 0.967 14.477 9.283  C17 1.090
24 H 1.000 16.067 10.017  C17 1.090
25 C 4.646 15.468 11.701  O26 1.251, N27 1.375, H30 1.101
26 O 3.742 16.325 11.585  C25 1.251
27 N 4.584 14.153 12.096  C25 1.375, C28 1.463, C29 1.472
28 C 5.795 13.387 11.799  N27 1.463, H31 1.090, H32 1.090, H33 1.090
29 C 3.342 13.433 12.420  N27 1.472, H34 1.090, H35 1.090, H36 1.090
30 H 5.678 15.723 11.416  C25 1.101
31 H 6.179 13.564 10.794  C28 1.090
32 H 5.557 12.330 11.920  C28 1.090
33 H 6.668 13.534 12.435  C28 1.090
34 H 2.531 14.089 12.736  C29 1.090
35 H 2.987 12.760 11.640  C29 1.090
36 H 3.567 12.719 13.212  C29 1.090
37 C -3.123 13.068 14.178  O38 1.222, N39 1.366, H42 1.101
38 O -2.423 12.079 14.343  C37 1.222
39 N -3.840 13.182 13.020  C37 1.366, C40 1.501, C41 1.525
40 C -4.933 14.209 12.960  N39 1.501, H43 1.090, H44 1.090, H45 1.090
41 C -3.788 12.146 11.903  N39 1.525, H46 1.090, H47 1.090, H48 1.090
42 H -3.295 13.915 14.859  C37 1.101
43 H -5.889 13.717 13.137  C40 1.090
44 H -4.773 14.737 12.020  C40 1.090
45 H -4.895 14.850 13.841  C40 1.090
46 H -2.842 11.611 11.816  C41 1.090
47 H -4.619 11.463 12.080  C41 1.090
48 H -3.911 12.677 10.959  C41 1.090
49 C -2.384 15.192 7.489  O50 1.235, N51 1.338, H54 1.101
50 O -2.154 15.573 6.337  C49 1.235
51 N -3.255 15.858 8.255  C49 1.338, C52 1.465, C53 1.466
52 C -3.522 15.553 9.663  N51 1.465, H55 1.090, H56 1.090, H57 1.090
53 C -4.096 16.963 7.785  N51 1.466, H58 1.090, H59 1.090, H60 1.090
54 H -2.030 14.225 7.880  C49 1.101
55 H -3.884 16.465 10.137  C52 1.090
56 H -2.734 15.041 10.215  C52 1.090
57 H -4.390 14.897 9.716  C52 1.090
58 H -3.945 17.101 6.715  C53 1.090
59 H -5.120 16.927 8.158  C53 1.090
60 H -3.667 17.868 8.214  C53 1.090

These are the Mulliken partial charges, in e, on atoms 1 to 2: C 0.487; O -0.591